Density functional theory data (ωB97M-V/def2-TZVPD) for a molecular structure, C18H30As2BCoF4N2O8.

Structure (XYZ):
```
66
Properties=species:S:1:pos:R:3:forces:R:3:mulliken_spin:R:1
As 0.48138 0.62591 1.00510 0.5 0.0 0.4 -0.01
As 0.28911 1.86117 -2.63400 0.0 0.1 -0.1 0.00
Co 0.93132 -1.78530 0.86779 -0.7 0.0 -0.2 1.03
F 4.88981 -2.40563 1.92364 0.0 0.1 0.0 0.00
F 2.68210 -2.69254 1.34683 0.1 -0.1 0.0 0.02
F 3.70533 -0.69033 0.92537 0.0 0.0 -0.1 0.00
F 4.27762 -2.56743 -0.29710 0.0 0.1 0.0 0.00
O -2.94518 3.08011 -1.85481 0.0 0.0 0.1 0.00
O -2.47832 -0.41491 1.00481 0.0 0.0 0.0 0.01
O 0.54431 4.50702 -0.89201 0.0 0.0 0.0 0.00
O -3.22846 1.64314 1.18049 0.0 0.1 0.0 0.00
O -3.22504 0.97870 -2.46001 0.0 -0.1 0.0 0.00
O 2.86958 0.13374 -2.15198 0.0 -0.1 0.0 0.00
O 1.74175 3.69236 0.82010 -0.1 -0.1 0.0 0.00
O 1.59034 -1.20365 -0.90574 0.1 0.1 -0.1 0.00
N 0.37104 -3.44082 -0.18371 0.1 -0.2 -0.1 0.02
N 0.43542 -2.34760 2.71367 0.0 0.0 0.1 -0.02
C -0.54772 -3.43023 3.05557 0.1 0.0 0.0 -0.01
C 0.45263 1.75664 2.57242 0.0 0.1 -0.1 -0.01
C -1.19011 1.61923 -1.27670 -0.1 -0.1 0.1 0.01
C -2.71309 -0.36564 -2.49535 0.0 0.0 0.0 0.00
C -0.00310 -4.73331 0.43451 0.1 0.0 0.0 0.00
C -1.64840 -3.56459 2.01397 -0.1 0.0 0.0 0.02
C -2.34199 0.76117 0.75673 0.0 0.1 0.1 -0.01
C 1.35995 2.30403 -1.06987 0.0 -0.1 0.0 0.00
C 2.03021 -0.07544 -1.19130 -0.1 -0.1 0.1 0.00
C 1.22007 3.55730 -0.25786 0.1 0.1 0.0 0.00
C -1.39948 -4.70085 1.02403 0.0 -0.1 0.0 0.00
C -2.98686 3.06934 1.21494 0.0 -0.1 0.0 0.00
C -2.53789 1.95187 -1.86501 0.1 0.1 -0.1 0.00
C 3.30270 -1.00896 -2.94660 -0.1 0.1 0.1 0.00
C -1.11752 1.18441 -0.01451 0.0 0.1 -0.1 -0.02
C -0.27062 3.53018 -3.47383 0.0 0.0 0.1 0.00
C 0.46235 5.77389 -0.20702 0.0 0.0 0.0 0.00
C 1.65534 1.14934 -0.43269 0.0 0.0 -0.1 0.00
B 3.99258 -2.06936 0.96192 0.0 0.0 0.0 0.00
H -1.95705 3.30489 0.95613 0.0 0.0 0.0 0.00
H -0.10184 6.42344 -0.86601 0.0 0.0 0.0 0.00
H -3.65492 3.54870 0.51013 0.0 0.0 0.0 0.00
H 1.21254 -3.58508 -0.74079 0.0 0.1 0.0 0.00
H -0.79508 3.26820 -4.39068 0.0 0.0 0.0 0.00
H -0.04804 5.65182 0.74539 0.0 0.0 0.0 0.00
H 0.05922 -5.53147 -0.30600 0.0 0.0 0.0 0.00
H 1.46193 6.16473 -0.03452 0.0 0.0 0.0 0.00
H 1.44946 1.74678 3.00868 0.0 0.0 0.0 0.00
H 2.44364 -1.42296 -3.46995 0.0 0.0 0.0 0.00
H -1.72670 -0.39843 -2.95695 0.0 0.0 0.0 0.00
H 0.74899 -4.95066 1.19390 0.0 0.0 0.0 0.00
H -0.34942 -3.16424 -0.84880 0.0 0.0 0.0 -0.01
H 3.75348 -1.74531 -2.29222 0.1 -0.1 0.1 0.00
H -0.90470 4.12684 -2.82804 0.0 0.0 0.0 0.00
H -3.41503 -0.92049 -3.10769 0.0 0.0 0.0 0.00
H -3.20550 3.38506 2.23056 0.0 0.0 0.0 0.00
H 1.34937 -2.60268 3.08789 0.0 0.0 0.0 0.00
H -0.95798 -3.21624 4.04077 0.0 0.0 0.0 0.00
H 0.00846 -4.36234 3.15064 0.0 0.0 0.0 0.00
H -2.60345 -3.74088 2.51044 0.0 0.0 0.0 0.00
H 0.17487 2.77625 2.33121 0.0 0.0 0.0 0.00
H -2.13759 -4.65171 0.21781 0.0 0.0 0.0 0.00
H 0.16221 -1.51718 3.23047 0.0 0.0 0.0 0.01
H -2.68091 -0.79416 -1.49458 0.0 0.0 0.0 0.00
H 4.01917 -0.59912 -3.64767 0.0 0.0 0.0 0.00
H -1.76738 -2.61303 1.49648 0.0 0.1 0.0 0.00
H 0.63644 4.07631 -3.72813 0.0 0.0 0.0 0.00
H -0.26355 1.32063 3.26865 0.0 0.0 0.0 0.00
H -1.56181 -5.66067 1.52101 0.0 0.0 0.0 0.00
```
Forces are in eV/Å.

## Properties
2S+1	2
energy above the lowest of the compared OMol25 structures with the same formula, charge and spin	0.00	kcal/mol
total charge	+1
LUMO (alpha / beta)	-4.477 / -4.475	eV


Density functional theory data (ωB97M-V/def2-TZVPD) for a gas-phase ion, C18H30BN3OP (charge +1) at a distorted geometry.

Structure (XYZ):
```
54
Properties=species:S:1:pos:R:3:forces:R:3:nbo_charge:R:1
P -0.74354 2.83076 0.47098 -0.8 0.1 0.2 0.76
O 5.53176 -3.85028 -1.06273 -0.2 0.1 0.4 -0.86
N 1.51780 -3.55659 -1.01064 -0.1 0.7 0.3 -0.82
N -0.52159 0.07814 -0.09369 0.3 0.2 0.0 -0.28
N 3.84797 -4.45119 -2.72423 0.5 0.3 0.0 -1.13
C -4.19364 -1.23084 0.00888 -0.1 0.1 0.4 -0.21
C -4.79060 0.13449 0.34845 -0.3 -0.1 -0.1 -0.62
C 2.18862 -2.27745 -1.00598 -0.1 -0.4 0.0 0.22
C -0.05774 4.14564 -0.63660 0.3 0.2 0.2 -0.69
C 0.12905 -1.02518 -0.40811 0.1 -0.4 0.0 0.13
C -1.98841 0.07269 0.18200 0.1 -0.7 -0.3 -0.21
C 1.50164 1.31722 -0.29867 -0.6 -0.5 0.1 -0.18
C -2.64294 -1.28516 0.02201 -0.2 -0.1 0.2 -0.42
C -0.03250 3.15665 2.15577 0.5 -1.1 0.0 -0.69
C 2.21522 0.14712 -0.64813 0.2 0.6 0.0 -0.01
C 3.53735 -2.24971 -1.27743 -0.1 -0.1 0.2 -0.37
C 0.26611 5.42920 0.13787 -0.3 -0.3 0.2 -0.60
C 0.16390 1.83748 2.93202 -0.1 0.4 -0.4 -0.60
C 3.59196 0.16778 -0.93426 0.0 -0.4 -0.1 -0.20
C 0.16498 1.28168 -0.01628 0.4 0.7 -0.1 -0.05
C -4.80664 -2.27105 0.96546 -0.2 0.4 -0.5 -0.60
C 1.49640 -1.06390 -0.68783 0.4 -0.1 -0.1 -0.07
C 4.22057 -1.01188 -1.23630 -0.1 0.7 0.1 -0.12
B 4.34140 -3.56687 -1.65869 -0.4 -0.5 -0.4 1.09
H -4.53668 -1.47948 -0.99173 0.2 0.0 -0.2 0.21
H 0.38712 2.05499 3.96973 -0.1 -0.1 0.2 0.23
H -4.52967 0.45704 1.35377 0.2 0.1 0.1 0.20
H -5.73775 -2.61465 0.52391 -0.1 -0.3 0.0 0.22
H 0.68870 -3.50372 -1.59472 0.1 -0.3 -0.2 0.37
H 5.27608 -0.95687 -1.46523 0.1 -0.2 0.0 0.23
H -2.34457 -1.92408 0.85298 0.2 -0.1 0.1 0.21
H -0.74054 1.23640 2.86537 -0.1 -0.2 0.2 0.19
H -2.31740 -1.78286 -0.88803 0.0 0.0 -0.2 0.21
H 0.29317 6.28166 -0.52961 0.2 0.1 -0.1 0.23
H -4.54711 0.91181 -0.36995 0.1 0.1 0.0 0.21
H 0.93000 3.65675 2.11527 0.0 0.3 0.0 0.22
H -0.49813 5.63810 0.88315 -0.1 0.1 0.1 0.21
H -2.10741 0.40948 1.20233 -0.1 0.3 0.1 0.23
H 0.99645 1.27160 2.52798 0.1 -0.2 0.0 0.20
H 4.59134 -4.51542 -3.42115 -0.1 0.0 -0.1 0.39
H -4.15633 -3.12193 1.13569 0.0 -0.2 0.1 0.21
H 2.00270 2.26935 -0.22854 0.2 0.1 0.0 0.24
H -2.43003 0.78994 -0.49301 0.0 0.3 0.0 0.24
H -5.09145 -1.79739 1.90017 0.3 -0.1 0.3 0.21
H -5.87464 0.04877 0.33496 -0.1 0.0 0.0 0.23
H 4.13644 1.09825 -0.91588 0.0 0.1 0.0 0.23
H 1.19135 -3.75865 -0.06888 0.1 -0.2 0.0 0.37
H 0.82873 3.83675 -1.18705 0.0 -0.1 -0.1 0.22
H 3.78937 -5.39992 -2.36283 -0.2 0.0 0.0 0.39
H -0.84390 4.38269 -1.34552 -0.1 -0.2 -0.2 0.24
H 5.68960 -3.36420 -0.24575 0.2 0.1 -0.1 0.49
H -0.76943 3.73155 2.70311 0.0 0.5 -0.1 0.24
H -0.41999 -1.94838 -0.45087 -0.2 0.0 0.1 0.23
H 1.20681 5.33366 0.66650 0.2 0.2 0.0 0.21
```
Forces are in eV/Å.

## Properties
2S+1	1
total charge	+1
SMILES string	CCP(CC)c1cc2ccc(B(N)O)c(N)c2c[n+]1CCC(C)C
LUMO	-3.928	eV


Calculated E_tot in order - -209362.146; -35632.048 eV